A.
Computed, not measured: 2 unconnected molecules or ions with the total composition C2H5O2, with ωB97M-V/def2-TZVPD.

Summary:
LUMO energy in Eh: 0.1285
Spin multiplicity: 1
Total charge: -1
HOMO-LUMO gap in eV: 5.620
HOMO level in eV: -2.12

Last column: Löwdin charge in e.
Cartesian coordinates (Å):
O 0.855 -2.697 -1.633  -0.67
H 0.365 -1.877 -1.692  -0.27
C -0.481 0.066 -0.187  -0.02
C -0.109 1.220 0.389  -0.27
O 0.194 1.447 1.722  -0.03
H 0.228 -0.254 -0.948  0.03
H -1.082 -0.757 0.186  0.05
H -0.050 2.247 0.007  0.10
H 0.080 0.604 2.155  0.08



B.
Computed, not measured: 2 unconnected molecules or ions with the total composition C2H5O2, with ωB97M-V/def2-TZVPD.

Summary:
LUMO energy in Eh: 0.1761
Spin multiplicity: 1
Total charge: -1
HOMO-LUMO gap in eV: 7.345
HOMO level in eV: -2.55

Last column: Löwdin charge in e.
Cartesian coordinates (Å):
O 2.012 1.293 -0.393  -0.15
H 1.378 0.534 -0.206  -0.02
O 0.684 -0.983 -0.346  -0.23
C -0.581 -0.950 -0.079  -0.51
C -1.244 -0.026 0.679  -0.12
H -1.204 -1.799 -0.361  0.06
H -0.898 0.964 0.962  0.00
H -2.231 -0.232 1.090  -0.02
H 2.085 1.199 -1.347  0.00



Need the numbers? Relative energies in eV: A 3.321; B 0.000.



A.
Computed, not measured: C3H3ClOS in the gas phase, with ωB97M-V/def2-TZVPD.

Summary:
LUMO energy in Eh: -0.0111
Spin multiplicity: 1
Total charge: 0
HOMO-LUMO gap in eV: 8.435
HOMO level in eV: -8.74

Last column: Löwdin charge in e.
Cartesian coordinates (Å):
C -0.484 -0.278 0.284  -0.42
C -0.158 1.218 0.229  -0.33
C -3.044 0.081 -0.509  -0.95
O -0.906 2.156 0.435  0.03
S -2.259 -0.665 0.849  0.76
Cl -4.683 0.232 -0.321  0.55
H 0.158 -0.884 1.124  0.13
H -0.347 -0.647 -0.767  0.09
H 0.880 1.278 -0.269  0.13



B.
Computed, not measured: C3H3ClOS in the gas phase, with ωB97M-V/def2-TZVPD.

Summary:
LUMO energy in Eh: 0.0025
Spin multiplicity: 1
Total charge: 0
HOMO-LUMO gap in eV: 8.357
HOMO level in eV: -8.29

Last column: Löwdin charge in e.
Cartesian coordinates (Å):
C 0.309 -0.637 0.670  -0.37
C 0.727 -0.823 -0.720  -0.32
C -1.149 1.265 -0.203  -0.95
O 0.635 0.074 -1.511  0.02
S 0.034 1.211 0.988  0.84
Cl -1.724 2.791 -0.662  0.53
H 0.702 -0.967 1.566  0.05
H -0.615 -1.113 0.821  0.07
H 1.081 -1.800 -0.949  0.12



Need the numbers? Relative energies in eV: A 0.000; B 0.245.



A.
Computed, not measured: C2H2N4 in the gas phase, with ωB97M-V/def2-TZVPD.

Summary:
LUMO energy in Eh: -0.0142
Spin multiplicity: 1
Total charge: 0
SMILES string: c1cnnnn1
HOMO-LUMO gap in eV: 9.335
HOMO level in eV: -9.72

Last column: Löwdin charge in e.
Cartesian coordinates (Å):
C 0.625 0.705 -0.031  -0.09
C 0.667 -0.688 -0.042  -0.14
N -0.444 -1.290 -0.020  0.03
N -1.636 -0.717 -0.007  -0.03
N -1.746 0.539 -0.014  -0.01
N -0.592 1.234 -0.030  0.02
H 1.513 1.355 0.097  0.12
H 1.613 -1.139 0.046  0.10



B.
Computed, not measured: C2H2N4 in the gas phase, with ωB97M-V/def2-TZVPD.

Summary:
LUMO energy in Eh: -0.0298
Spin multiplicity: 1
Total charge: 0
SMILES string: c1cnnnn1
HOMO-LUMO gap in eV: 8.927
HOMO level in eV: -9.74

Last column: Löwdin charge in e.
Cartesian coordinates (Å):
C -0.708 -0.734 -0.143  -0.05
C -0.558 0.664 -0.044  -0.21
N 0.568 1.191 0.035  -0.01
N 1.723 0.558 -0.057  -0.01
N 1.688 -0.707 -0.068  -0.03
N 0.516 -1.337 0.124  0.03
H -1.761 -1.097 -0.047  0.12
H -1.468 1.461 0.200  0.16



Need the numbers? Relative energies in eV: A 0.000; B 0.865.



A.
Computed, not measured: C7H6 in the gas phase, with ωB97M-V/def2-TZVPD.

Summary:
LUMO energy in Eh: -0.0215
Spin multiplicity: 1
Total charge: 0
HOMO-LUMO gap in eV: 7.825
HOMO level in eV: -8.41

Last column: Löwdin charge in e.
Cartesian coordinates (Å):
C 1.871 0.637 0.943  0.19
C 0.659 0.889 0.348  -0.37
C 1.284 -0.491 0.178  -0.26
C -0.800 0.482 0.215  -0.22
C 1.381 -1.597 -0.534  0.01
C -1.699 -0.419 0.480  0.06
C -0.301 1.732 -0.289  -0.05
H 0.597 -1.803 -1.383  0.10
H 2.075 -2.446 -0.175  0.09
H -2.740 -0.406 -0.022  0.10
H -1.522 -1.189 1.208  0.07
H -0.646 2.491 0.389  0.12
H -0.161 2.121 -1.358  0.16



B.
Computed, not measured: C7H6 in the gas phase, with ωB97M-V/def2-TZVPD.

Summary:
LUMO energy (spin up / spin down) in Eh: -0.0330 / -0.0205
Spin multiplicity: 1
Total charge: 0
HOMO-LUMO gap (spin up / spin down) in eV: 7.567 / 7.930
HOMO level (spin up / spin down) in eV: -8.47 / -8.49

Last column: Löwdin charge in e.
Cartesian coordinates (Å):
C 2.127 -0.142 -0.415  0.01
C -1.550 -0.519 0.548  -0.08
C 1.128 0.554 0.535  0.08
C -1.649 0.277 -0.734  -0.16
C 0.545 -0.218 -0.413  -0.46
C -0.762 -1.065 -0.668  0.01
C -0.374 0.515 -1.275  0.10
H 2.588 0.365 -1.218  0.07
H 2.666 -1.024 -0.127  0.08
H -0.991 -0.253 1.339  0.06
H -2.500 -0.848 0.681  0.07
H 1.108 1.323 1.225  0.09
H -2.592 0.487 -1.249  0.13



Need the numbers? Relative energies in eV: A 0.000; B 1.646.



A.
Computed, not measured: 2 unconnected molecules or ions with the total composition C2H2F2P, with ωB97M-V/def2-TZVPD.

Summary:
LUMO energy in Eh: -0.2944
Spin multiplicity: 1
Total charge: +1
HOMO-LUMO gap in eV: 9.022
HOMO level in eV: -17.03

Last column: Löwdin charge in e.
Cartesian coordinates (Å):
C 0.822 -0.871 -0.017  -0.27
C 0.801 -2.059 0.252  0.21
F 0.252 0.946 -1.715  -0.21
F -1.717 1.727 0.464  -0.07
P 0.700 0.845 -0.244  1.17
H -1.801 2.523 0.874  0.09
H 0.944 -3.111 0.386  0.08



B.
Computed, not measured: a gas-phase ion, C2H2F2P (charge +1), with ωB97M-V/def2-TZVPD.

Summary:
LUMO energy in Eh: -0.2831
Spin multiplicity: 1
Total charge: +1
HOMO-LUMO gap in eV: 9.304
HOMO level in eV: -17.01

Last column: Löwdin charge in e.
Cartesian coordinates (Å):
C 0.262 -0.659 -0.233  -0.14
C -0.306 0.425 0.083  0.29
F 0.387 -1.750 2.129  -0.21
F 1.936 -2.768 0.714  -0.20
P 0.370 -2.540 0.796  1.08
H 0.635 -0.851 -1.141  0.04
H -0.751 1.244 0.702  0.13



Need the numbers? Relative energies in eV: A 0.429; B 0.000.



A.
Computed, not measured: a molecular structure, C30H48P2RuTe, with ωB97M-V/def2-TZVPD.

Summary:
LUMO energy (spin up / spin down) in Eh: -0.2391 / -0.3004
Spin multiplicity: 5
Total charge: +2
HOMO-LUMO gap (spin up / spin down) in eV: 5.484 / 5.951
HOMO level (spin up / spin down) in eV: -11.99 / -14.12

Last column: Löwdin spin population.
Cartesian coordinates (Å):
Ru 0.278 -0.551 -0.604  1.66
C -1.532 0.500 -1.122  0.11
C -2.242 -0.084 -0.001  0.20
C -0.743 1.443 0.870  0.11
C -0.626 1.505 -0.563  0.14
C -1.750 0.494 1.193  0.14
C -1.887 0.461 -2.561  0.04
H -2.596 -0.343 -2.775  0.00
H -0.992 0.311 -3.178  0.01
H -2.330 1.418 -2.867  0.01
C -0.043 2.603 -1.369  0.04
H -0.682 2.813 -2.235  0.00
H 0.952 2.345 -1.754  0.03
H 0.049 3.512 -0.763  0.00
C 0.018 2.288 1.819  0.01
H -0.184 3.356 1.657  0.00
H 1.101 2.149 1.694  0.00
H -0.241 2.054 2.858  0.00
C -2.261 0.242 2.566  0.02
H -2.826 1.109 2.937  0.01
H -1.441 0.066 3.277  0.00
H -2.929 -0.623 2.587  0.00
C -3.401 -0.998 -0.101  0.03
H -4.323 -0.469 0.190  0.01
H -3.303 -1.865 0.572  0.01
H -3.538 -1.363 -1.123  0.00
C 1.691 -5.065 -3.110  0.00
C 0.446 -4.883 -3.580  0.00
C -0.657 -5.876 -3.401  0.00
C -0.726 -6.551 -1.997  0.00
C -0.401 -5.659 -0.835  0.00
C 0.805 -5.614 -0.243  0.00
C 2.037 -6.279 -0.807  0.00
C 2.175 -6.281 -2.370  0.00
H -0.566 -6.679 -4.158  0.00
H -0.084 -7.446 -2.007  0.00
H -1.624 -5.391 -3.605  0.00
H 1.716 -7.202 -2.763  0.00
H 2.487 -4.368 -3.406  0.00
H 0.237 -4.083 -4.296  0.00
H 3.252 -6.375 -2.584  0.00
H 2.935 -5.795 -0.386  0.00
H 0.908 -5.211 0.771  0.00
H 2.090 -7.331 -0.471  0.00
H -1.756 -6.924 -1.868  0.00
H -1.262 -5.174 -0.366  0.00
P 0.976 -2.052 -2.081  0.07
P 1.124 -1.732 1.161  0.08
C 2.175 -3.053 -1.102  0.02
C 2.417 -2.794 0.393  0.04
H 3.125 -3.098 -1.646  0.00
H 1.714 -4.034 -1.203  0.00
H 2.415 -3.741 0.955  0.00
H 3.394 -2.315 0.539  0.01
C 1.837 -0.853 2.566  0.01
H 1.053 -0.246 3.040  0.00
H 2.653 -0.196 2.240  0.01
H 2.212 -1.594 3.287  0.00
C -0.216 -2.759 1.829  0.02
H 0.148 -3.773 2.035  0.00
H -1.056 -2.808 1.121  0.00
H -0.571 -2.295 2.759  0.00
C 1.513 -1.671 -3.748  0.01
H 0.711 -1.106 -4.246  0.00
H 1.733 -2.572 -4.334  0.00
H 2.408 -1.038 -3.685  0.01
C -0.731 -2.713 -2.078  0.07
H -1.367 -2.238 -1.310  0.02
H -0.714 -3.784 -1.867  0.01
H -1.193 -2.547 -3.058  0.00
Te 2.697 0.406 -0.785  0.82
C 3.605 2.097 0.323  0.10
C 4.887 1.888 0.856  0.04
C 5.581 2.963 1.434  0.00
C 4.999 4.239 1.472  0.03
C 3.726 4.444 0.920  0.00
C 3.038 3.374 0.323  0.03
H 5.331 0.892 0.794  0.00
H 6.575 2.808 1.853  0.00
H 5.539 5.076 1.927  0.00
H 3.266 5.433 0.945  0.00
H 2.074 3.541 -0.156  0.00



B.
Computed, not measured: a molecular structure, C30H48P2RuTe, with ωB97M-V/def2-TZVPD.

Summary:
LUMO energy (spin up / spin down) in Eh: -0.2543 / -0.3296
Spin multiplicity: 5
Total charge: +2
HOMO-LUMO gap (spin up / spin down) in eV: 6.083 / 2.949
HOMO level (spin up / spin down) in eV: -13.00 / -11.92

Last column: Löwdin spin population.
Cartesian coordinates (Å):
Ru -0.722 -1.665 -1.562  1.89
C 2.579 1.747 -0.739  0.24
C 1.594 2.448 -1.392  0.16
C 1.356 2.901 0.854  0.10
C 2.447 2.062 0.683  0.20
C 0.777 3.138 -0.466  0.35
C 3.629 0.926 -1.349  0.03
H 3.459 0.710 -2.404  0.00
H 3.760 -0.004 -0.789  0.01
H 4.579 1.438 -1.287  0.01
C 3.516 1.713 1.591  0.04
H 4.491 1.638 1.062  0.00
H 3.383 0.735 2.103  0.02
H 3.612 2.474 2.365  0.00
C 1.035 3.685 2.061  0.01
H 1.958 4.213 2.407  0.00
H 0.667 3.067 2.902  0.00
H 0.256 4.460 1.847  0.00
C -0.298 4.122 -0.789  0.06
H 0.098 5.138 -0.627  0.02
H -1.208 4.009 -0.177  0.01
H -0.576 4.052 -1.838  0.00
C 1.140 2.312 -2.791  0.02
H 1.588 3.226 -3.267  0.01
H 0.042 2.341 -3.001  0.00
H 1.558 1.453 -3.308  0.00
C -0.918 -3.899 -2.159  0.03
C 0.172 -3.487 -2.880  0.06
C 0.192 -3.042 -4.309  0.01
C -1.013 -1.958 -4.612  0.01
C -1.310 -1.101 -3.435  0.08
C -2.392 -1.600 -2.349  0.07
C -3.118 -2.771 -2.441  0.02
C -2.330 -4.093 -2.629  0.01
H 0.196 -3.809 -5.115  0.00
H -1.898 -2.482 -5.077  0.00
H 1.138 -2.489 -4.460  0.00
H -2.438 -4.519 -3.658  0.00
H -0.680 -4.524 -1.288  0.00
H 1.136 -3.897 -2.562  0.00
H -2.845 -4.859 -1.966  0.00
H -3.716 -2.863 -1.521  0.00
H -2.975 -0.732 -2.084  0.03
H -3.831 -2.657 -3.257  0.00
H -0.535 -1.223 -5.375  0.00
H -1.297 -0.058 -3.773  0.01
P 0.480 -1.881 0.532  0.04
P -1.358 0.643 0.478  0.10
C -1.351 -2.306 0.776  0.04
C -2.176 -0.982 0.979  0.01
H -1.160 -2.889 1.716  0.00
H -1.686 -2.959 -0.064  0.01
H -3.105 -1.104 0.427  0.00
H -2.322 -0.854 2.066  0.00
C -1.837 1.639 1.862  0.03
H -1.430 2.646 1.752  0.00
H -1.490 1.208 2.804  0.00
H -2.928 1.680 1.836  0.00
C -2.481 1.385 -0.748  0.01
H -3.467 0.915 -0.582  0.00
H -2.119 1.190 -1.778  0.00
H -2.496 2.468 -0.574  0.00
C 1.471 -3.308 0.708  0.00
H 2.457 -3.105 0.239  0.00
H 0.840 -4.018 0.147  0.00
H 1.543 -3.413 1.809  0.00
C 1.388 -1.300 -1.156  0.13
H 1.317 -0.203 -0.908  0.02
H 0.871 -1.653 -2.221  0.01
H 2.269 -1.937 -1.218  0.01
Te 1.350 -0.869 2.680  0.04
C 0.500 0.296 4.233  0.00
C -0.763 0.089 4.872  0.00
C -1.068 0.821 6.035  0.00
C -0.158 1.733 6.574  0.00
C 1.045 1.992 5.919  0.00
C 1.383 1.290 4.757  0.00
H -1.481 -0.617 4.440  0.00
H -2.031 0.674 6.529  0.00
H -0.359 2.255 7.491  0.00
H 1.759 2.738 6.255  0.00
H 2.334 1.453 4.196  0.00



Need the numbers? Relative energies in eV: A 0.000; B 7.661.